Record 1
Below is a 2-piece molecular cluster, C27H44F3NO15P overall, with properties calculated with ωB97M-V/def2-TZVPD.

**LUMO energy**: 1.5 eV
**Charge**: -1
**M**: 710.6 g mol⁻¹
**Highest occupied orbital energy**: -3.69 eV
**Total energy**: -2879.62939 a.u.
**Gap between HOMO and LUMO**: 5.144 eV

Each atom is followed by the atoms it is bonded to, with distances in Å.
Geometry (Å):
1 C -4.5245 -4.6934 -2.0614  C2 1.515, H39 1.093, H40 1.098, H41 1.090
2 C -4.0333 -3.8921 -0.8727  C1 1.515, O3 1.154, O4 1.415
3 O -4.7031 -3.5158 -0.0120  C2 1.154
4 O -2.6504 -3.5941 -0.9088  C2 1.415, C5 1.414
5 C -2.5637 -2.2368 -1.2974  O4 1.414, O6 1.164, C7 1.521
6 O -2.5874 -2.0075 -2.4380  C5 1.164
7 C -2.4909 -1.1253 -0.2615  C5 1.521, C8 1.557, H42 1.095, H43 1.089
8 C -1.0658 -0.5257 -0.0793  C7 1.557, O9 1.415, C16 1.562, C27 1.604
9 O -0.6512 0.0882 -1.2854  C8 1.415, C10 1.429
10 C 0.1395 -0.7398 -2.1406  O9 1.429, C11 1.535, H44 1.096, H45 1.105
11 C -0.0404 -0.2479 -3.5830  C10 1.535, C12 1.565, C13 1.558, H46 1.095
12 C 0.4673 1.2292 -3.6855  C11 1.565, H47 1.095, H48 1.094, H49 1.095
13 C 0.8224 -1.0717 -4.5854  C11 1.558, C14 1.553, C15 1.586, H50 1.095
14 C 0.8244 -2.5932 -4.2741  C13 1.553, H51 1.100, H52 1.094, H53 1.099
15 C 0.1342 -0.8809 -6.0015  C13 1.586, H54 1.094, H55 1.095, H56 1.092
16 C -0.1011 -1.4886 0.6844  C8 1.562, O17 1.413, C18 1.582, N24 1.499
17 O -0.2910 -2.8866 0.6100  C16 1.413, H57 0.968
18 C 1.4376 -1.1274 0.7474  C16 1.582, C19 1.575, H58 1.095, H59 1.087
19 C 2.2540 -2.1408 -0.1402  C18 1.575, C20 1.547, H60 1.100, H61 1.093
20 C 2.8038 -3.2714 0.7621  C19 1.547, C21 1.517, H62 1.093, H63 1.099
21 C 3.3819 -4.4283 -0.0313  C20 1.517, O22 1.157, O23 1.395
22 O 3.0952 -5.5359 0.1385  C21 1.157
23 O 4.3529 -4.1451 -0.9914  C21 1.395, H64 0.969
24 N -0.5557 -1.2118 2.0861  C16 1.499, C25 1.417, H65 1.017
25 C -0.3657 0.1889 2.1865  N24 1.417, O26 1.162, C27 1.568
26 O 0.2596 0.7974 2.9546  C25 1.162
27 C -1.1928 0.6948 0.9538  C8 1.604, C25 1.568, C28 1.568, C34 1.547
28 C -2.5866 0.8844 1.6461  C27 1.568, C29 1.562, H66 1.101, H67 1.091
29 C -2.5676 1.9032 2.8296  C28 1.562, C30 1.549, H68 1.096, H69 1.091
30 C -3.7481 2.9049 2.7700  C29 1.549, C31 1.518, H70 1.093, H71 1.102
31 C -5.0764 2.2071 2.5408  C30 1.518, O32 1.154, O33 1.393
32 O -5.2828 1.1304 2.9017  C31 1.154
33 O -6.0847 2.9074 1.8826  C31 1.393, H72 0.970
34 C -0.5441 2.0235 0.4992  C27 1.547, P35 1.843, H73 1.099, H74 1.090
35 P -1.6069 3.0344 -0.6167  C34 1.843, O36 1.467, O37 1.629, O38 1.632
36 O -0.7752 3.5024 -1.7303  P35 1.467
37 O -2.2109 4.3533 0.1250  P35 1.629, H75 0.971
38 O -2.7923 2.1375 -1.2906  P35 1.632, H76 0.970
39 H -3.8687 -4.4990 -2.9134  C1 1.093
40 H -4.4405 -5.7531 -1.7861  C1 1.098
41 H -5.5658 -4.4655 -2.2896  C1 1.090
42 H -2.7766 -1.5750 0.6952  C7 1.095
43 H -3.2067 -0.3685 -0.5799  C7 1.089
44 H -0.0482 -1.8137 -2.0233  C10 1.096
45 H 1.1966 -0.5393 -1.8882  C10 1.105
46 H -1.1073 -0.3150 -3.8213  C11 1.095
47 H 1.1609 1.3628 -4.5220  C12 1.095
48 H 0.9382 1.5757 -2.7609  C12 1.094
49 H -0.3930 1.8858 -3.8553  C12 1.095
50 H 1.8502 -0.6986 -4.6354  C13 1.095
51 H 1.5354 -2.8158 -3.4648  C14 1.100
52 H 1.0742 -3.1548 -5.1789  C14 1.094
53 H -0.1747 -2.8587 -3.9006  C14 1.099
54 H -0.6384 -0.1114 -5.9185  C15 1.094
55 H 0.8993 -0.5307 -6.7018  C15 1.095
56 H -0.3020 -1.8430 -6.2801  C15 1.092
57 H -0.2890 -3.1719 -0.3145  O17 0.968
58 H 1.6411 -0.1226 0.3626  C18 1.095
59 H 1.8468 -1.2639 1.7454  C18 1.087
60 H 3.1463 -1.6445 -0.5486  C19 1.100
61 H 1.6711 -2.5400 -0.9745  C19 1.093
62 H 2.0287 -3.6841 1.4136  C20 1.093
63 H 3.5997 -2.9095 1.4282  C20 1.099
64 H 3.9074 -3.6989 -1.7277  O23 0.969
65 H -0.0344 -1.7234 2.7935  N24 1.017
66 H -3.3471 1.1478 0.8948  C28 1.101
67 H -2.9307 -0.0564 2.0789  C28 1.091
68 H -2.7379 1.3405 3.7548  C29 1.096
69 H -1.6136 2.4147 2.9648  C29 1.091
70 H -3.5621 3.7493 2.1016  C30 1.093
71 H -3.8154 3.3297 3.7849  C30 1.102
72 H -5.8145 2.9306 0.9512  O33 0.970
73 H -0.3473 2.6732 1.3631  C34 1.099
74 H 0.4333 1.8628 0.0447  C34 1.090
75 H -3.1785 4.3193 0.0541  O37 0.971
76 H -2.7853 2.3504 -2.2373  O38 0.970
77 C 5.6757 4.2190 3.1961  C78 1.524, H86 1.091, H87 1.095, H88 1.087
78 C 4.8001 4.1407 4.4411  C77 1.524, O79 1.407, H89 1.096, H90 1.095
79 O 3.5286 3.5754 4.2332  C78 1.407, C80 1.472
80 C 3.4063 2.1090 4.1866  O79 1.472, O81 1.299, C82 1.565, H91 1.113
81 O 3.9756 1.5183 5.1933  C80 1.299
82 C 3.8690 1.5189 2.8125  C80 1.565, F83 1.369, F84 1.359, F85 1.345
83 F 3.5271 2.3269 1.7614  C82 1.369
84 F 3.2485 0.3365 2.5594  C82 1.359
85 F 5.1876 1.2845 2.6900  C82 1.345
86 H 5.0895 4.5056 2.3216  C77 1.091
87 H 6.4767 4.9510 3.3428  C77 1.095
88 H 6.1538 3.2658 2.9837  C77 1.087
89 H 4.6000 5.1694 4.7630  C78 1.096
90 H 5.3287 3.6602 5.2707  C78 1.095
91 H 2.3012 2.0064 4.1048  C80 1.113

***

Record 2
Below is one molecule with the formula C9H5Cl2FNPS, with properties calculated with ωB97M-V/def2-TZVPD.

**LUMO energy**: -0.2 eV
**Energy relative to the best compared isomer or geometry (same formula, charge and spin)**: 0.0 kJ/mol
**SMILES**: Fc1cc(Cl)c(/C(Cl)=C/P)cc1N=C=S
**Charge**: 0
**M**: 280.1 g mol⁻¹
**Highest occupied orbital energy**: -8.69 eV
**Total energy**: -2160.42868 a.u.
**Gap between HOMO and LUMO**: 8.449 eV

Each atom is followed by the atoms it is bonded to, with distances in Å.
Geometry (Å):
1 F -3.1145 2.1931 0.6267  C2 1.357
2 C -1.9782 1.4522 0.6013  F1 1.357, C3 1.382, C12 1.432
3 C -0.7867 2.1147 0.8301  C2 1.382, C4 1.389, H16 1.162
4 C 0.4673 1.5184 0.8473  C3 1.389, Cl5 1.684, C6 1.390
5 Cl 1.8989 2.4034 0.7855  C4 1.684
6 C 0.4812 0.1378 0.6824  C4 1.390, C7 1.472, C11 1.405
7 C 1.7223 -0.6081 0.4172  C6 1.472, Cl8 1.774, C9 1.346
8 Cl 2.7873 -0.9673 1.7895  C7 1.774
9 C 2.0690 -1.0296 -0.8130  C7 1.346, P10 1.836, H17 1.075
10 P 3.5864 -2.0328 -1.0609  C9 1.836, H18 1.395, H19 1.513
11 C -0.6971 -0.6107 0.5253  C6 1.405, C12 1.455, H20 1.018
12 C -1.9883 0.0395 0.3650  C2 1.432, C11 1.455, N13 1.320
13 N -3.1403 -0.5257 0.0546  C12 1.320, C14 1.210
14 C -4.1679 -0.7746 -0.5332  N13 1.210, S15 1.529
15 S -5.3172 -1.4635 -1.2688  C14 1.529
16 H -0.8446 3.2744 0.7864  C3 1.162
17 H 1.3172 -0.8685 -1.5646  C9 1.075
18 H 4.4617 -0.9935 -0.7467  P10 1.395
19 H 3.6884 -1.7134 -2.5361  P10 1.513
20 H -0.4448 -1.5456 0.2119  C11 1.018